Run A
Computed, not measured: 2 unconnected molecules or ions with the total composition C6H13NO, with wB97M-V/def2-TZVPD.

The geometry in XYZ format:
```
21
C6H13NO wB97M-V/def2-TZVPD
C 2.276 0.428 -1.370
C 1.643 -0.791 -0.775
C 1.073 -1.863 -1.348
O 0.523 -2.903 -0.567
H 3.167 0.679 -0.723
H 2.687 0.244 -2.389
H 1.620 1.254 -1.396
H 1.630 -0.791 0.315
H 0.935 -1.991 -2.455
H 0.556 -3.705 -1.036
C -1.440 -0.737 1.026
C -1.499 0.717 0.577
C -1.438 2.824 1.666
N -0.960 1.628 1.585
H -1.983 -1.437 0.428
H -0.407 -1.203 1.080
H -1.766 -0.856 2.064
H -2.571 0.994 0.355
H -0.873 0.795 -0.376
H -2.298 3.161 1.101
H -0.877 3.553 2.240
```

Values from the calculation:
spin multiplicity = 2
charge = +1
<S²> = 0.75

Run B
Computed, not measured: a gas-phase ion, C6H13NO (charge +1), with wB97M-V/def2-TZVPD.

The geometry in XYZ format:
```
21
C6H13NO wB97M-V/def2-TZVPD
C 0.188 0.927 2.783
C 0.443 -0.308 1.832
N 0.611 -0.113 0.413
C 0.670 0.485 -2.507
C 0.156 -0.851 -1.903
C -0.376 -0.830 -0.424
C -1.731 -0.151 -0.392
O -1.926 1.029 -0.351
H 1.049 0.988 3.444
H 0.033 1.797 2.135
H -0.740 0.835 3.343
H 1.396 -0.810 2.126
H -0.393 -0.976 2.056
H 0.719 0.856 0.109
H 0.030 0.878 -3.288
H 0.713 1.207 -1.672
H 1.719 0.477 -2.810
H -0.651 -1.303 -2.456
H 1.029 -1.501 -1.994
H -0.370 -1.811 0.021
H -2.570 -0.824 -0.467
```

Values from the calculation:
spin multiplicity = 2
charge = +1
<S²> = 0.75

Name the least stable of them. run A.

Run A
Computed, not measured: a gas-phase ion, C4H11N2 (charge +1), with wB97M-V/def2-TZVPD.

The geometry in XYZ format:
```
17
C4H11N2 wB97M-V/def2-TZVPD
C 1.172 -0.759 -0.037
C 0.792 0.557 -0.625
C -0.292 -0.235 0.012
C -1.011 0.052 1.291
N 1.448 1.896 0.136
N -1.419 -0.898 -0.863
H 1.390 -1.571 -0.620
H 1.782 -0.721 0.923
H 0.574 0.680 -1.646
H -2.019 0.523 1.061
H -0.308 0.666 1.780
H -1.251 -0.910 1.822
H 2.278 1.537 0.575
H 1.811 2.477 -0.607
H -2.138 -1.220 -0.169
H -1.139 -1.802 -1.427
H -1.670 -0.271 -1.607
```

Values from the calculation:
charge = +1
SMILES = C[C@]1([NH3+])C[C@@H]1N

Run B
Computed, not measured: a gas-phase ion, C4H11N2 (charge +1), with wB97M-V/def2-TZVPD.

The geometry in XYZ format:
```
17
C4H11N2 wB97M-V/def2-TZVPD
C 2.242 1.032 -0.391
C 1.021 0.430 -1.086
C -0.319 0.843 -0.446
N -0.703 -0.153 0.592
C -1.676 -0.966 0.449
N -2.040 -1.842 1.425
H 2.544 0.454 0.485
H 2.094 2.058 -0.063
H 3.093 0.974 -1.068
H 1.092 -0.652 -0.938
H 0.967 0.630 -2.150
H -1.143 0.915 -1.145
H -0.117 1.760 0.098
H 0.014 -0.305 1.298
H -2.277 -0.924 -0.460
H -2.447 -1.502 2.289
H -2.346 -2.750 1.110
```

Values from the calculation:
charge = +1
SMILES = CCCNC=[NH2+]

Run C
Computed, not measured: a gas-phase ion, C4H11N2 (charge +1), with wB97M-V/def2-TZVPD.

The geometry in XYZ format:
```
17
C4H11N2 wB97M-V/def2-TZVPD
C 0.081 0.733 0.445
C 0.174 -0.758 0.546
C 1.176 1.536 -0.216
C -2.212 -0.092 -0.126
N -0.803 -0.018 -0.408
N 1.212 -1.455 -0.237
H -0.354 1.228 1.312
H -0.222 -1.309 1.385
H 1.408 1.169 -1.215
H 2.075 1.544 0.399
H 0.843 2.564 -0.327
H -2.564 -1.099 -0.339
H -2.465 0.171 0.902
H -2.716 0.597 -0.803
H 0.777 -2.130 -0.882
H 1.888 -1.944 0.363
H 1.702 -0.739 -0.799
```

Values from the calculation:
charge = +1
SMILES = C[C@@H]1[C@H]([NH3+])N1C

Name the least stable of them. run A.

Run A
Computed, not measured: 2 unconnected molecules or ions with the total composition C4H11N2, with wB97M-V/def2-TZVPD.

The geometry in XYZ format:
```
17
C4H11N2 wB97M-V/def2-TZVPD
C 2.062 -0.865 -0.683
C -1.029 0.365 0.379
C -1.855 0.765 -0.763
C 1.752 0.863 0.839
N 1.224 -0.136 0.002
N -1.478 -1.100 0.648
H 3.119 -0.758 -0.275
H 1.845 -1.633 -1.381
H -2.202 -0.036 -1.457
H -1.380 1.567 -1.253
H -2.773 1.015 -0.222
H 2.821 0.827 0.829
H 1.426 1.819 0.458
H 1.153 0.855 1.709
H -1.094 -1.518 1.463
H -0.970 -1.558 -0.125
H -2.481 -0.975 0.651
```

Values from the calculation:
charge = +1

Run B
Computed, not measured: a gas-phase ion, C4H11N2 (charge +1), with wB97M-V/def2-TZVPD.

The geometry in XYZ format:
```
17
C4H11N2 wB97M-V/def2-TZVPD
C -0.263 -0.191 0.735
C -1.912 -0.499 -0.119
C 1.915 -1.031 -0.374
C 1.524 1.273 -0.001
N -2.572 0.617 -0.490
N 1.089 0.066 0.088
H -0.625 0.676 1.344
H -0.124 -1.064 1.358
H -1.617 -1.011 -1.056
H -2.381 -1.003 0.847
H 1.323 -1.852 -0.452
H 2.196 -0.824 -1.402
H 2.677 -1.300 0.343
H 1.387 2.309 0.566
H 2.440 1.407 -0.515
H -2.112 1.257 -1.135
H -2.944 1.167 0.262
```

Values from the calculation:
charge = +1
SMILES = C=[N+](C)CCN

Name the least stable of them. run A.